The following is a DFT calculation (wB97M-V/def2-TZVPD) of a molecular structure, C27H43I2MgN4SSi4.

CARTESIAN COORDINATES (ANGSTROEM)
I1 2.456 -2.844 -1.225
I2 2.242 -5.051 -3.349
S1 3.228 2.961 -1.737
Si1 -1.596 2.413 1.011
Si2 -2.245 1.696 -2.601
Si3 -1.767 0.678 -0.553
Si4 -3.680 -0.497 0.128
Mg1 0.501 -0.636 -0.566
N1 1.716 0.598 -1.714
N2 -0.759 -2.563 -0.714
N3 -1.181 -4.638 -1.260
N4 2.277 -1.339 0.400
C1 6.843 -0.566 -0.328
C2 3.803 1.211 4.050
C3 5.199 -2.487 0.818
C4 -4.315 -1.780 -1.096
C5 2.183 2.329 2.670
C6 -0.875 -3.785 -0.257
C7 4.716 -1.207 0.583
C8 -0.835 2.754 -3.235
C9 -1.247 -3.917 -2.429
C10 -3.770 2.805 -2.561
C11 2.930 2.270 3.836
C12 -3.287 -1.405 1.741
C13 3.935 0.220 3.092
C14 -2.563 0.366 -3.906
C15 -5.199 0.575 0.477
C16 2.293 1.320 1.724
C17 -0.995 -2.636 -2.075
C18 -0.691 -4.200 1.158
C19 -3.156 3.407 1.393
C20 2.344 1.584 -1.742
C21 3.311 -0.825 0.913
C22 7.329 -1.844 -0.089
C23 -0.327 3.679 0.442
C24 6.508 -2.802 0.490
C25 5.541 -0.239 0.021
C26 3.166 0.261 1.930
C27 -1.073 1.684 2.670
H1 -0.121 -5.126 1.227
H2 -0.670 4.165 -0.471
H3 -2.243 -1.710 1.778
H4 -1.619 0.025 -4.335
H5 -2.885 4.306 1.953
H6 1.514 3.158 2.484
H7 -6.098 -0.047 0.455
H8 -3.612 3.652 -1.892
H9 -4.662 2.279 -2.226
H10 -3.964 3.196 -3.564
H11 -0.704 3.656 -2.639
H12 -1.258 -5.637 -1.178
H13 -0.955 -1.771 -2.715
H14 -0.851 2.474 3.393
H15 -3.167 0.777 -4.719
H16 0.111 2.217 -3.223
H17 1.721 1.379 0.806
H18 5.156 0.756 -0.167
H19 -0.203 4.452 1.206
H20 -3.080 -0.504 -3.505
H21 4.546 -3.236 1.248
H22 -5.137 -2.318 -0.615
H23 -1.411 -4.379 -3.383
H24 -0.196 1.040 2.595
H25 0.652 3.260 0.210
H26 4.635 -0.594 3.239
H27 -3.679 3.714 0.488
H28 4.391 1.164 4.957
H29 -5.142 1.046 1.456
H30 -1.888 1.081 3.072
H31 -5.320 1.369 -0.257
H32 -3.561 -2.498 -1.407
H33 7.475 0.180 -0.789
H34 6.881 -3.802 0.670
H35 -0.144 -3.418 1.681
H36 -3.909 -2.298 1.847
H37 8.345 -2.096 -0.361
H38 -3.477 -0.761 2.599
H39 -4.710 -1.303 -1.994
H40 -1.051 3.056 -4.264
H41 -1.650 -4.340 1.660
H42 -3.855 2.834 1.997
H43 2.840 3.056 4.575

Summary:
Charge: -1
HOMO-LUMO gap: 7.10 eV